No. 1
{
  "formula": "CH4N2S3",
  "method": "ωB97M-V/def2-TZVPD",
  "gap_ev": 7.40,
  "lumo_ev": -0.318,
  "mol_weight_g_mol": 140.26,
  "homo_energy_ha": -0.28346,
  "e_tot_ha": -1344.47576,
  "largest_force_ev_per_a": 2.49,
  "species": ["N", "S", "H", "H", "H", "S", "C", "N", "S", "H"],
  "xyz": [[-1.803, 0.421, -0.183], [-1.171, -0.151, -1.798], [-1.874, 1.473, -0.079], [-2.718, -0.039, 0.018], [-1.042, 0.322, 0.546], [2.100, -1.537, -1.655], [1.385, -0.851, -0.479], [0.736, -0.357, 0.407], [1.602, 0.605, 1.575], [2.785, 0.113, 1.647]]
}


No. 2
{
  "formula": "C2H4NOP",
  "method": "ωB97M-V/def2-TZVPD",
  "gap_ev": [7.73, 7.83],
  "lumo_ev": [0.860, -2.519],
  "mol_weight_g_mol": 89.03,
  "homo_energy_ha": [-0.25258, -0.38042],
  "e_tot_ha": -549.68014,
  "largest_force_ev_per_a": 7.20,
  "s2": 2.02,
  "spin_multiplicity": 3,
  "species": ["C", "C", "N", "O", "P", "H", "H", "H", "H"],
  "xyz": [[-0.915, -0.601, -0.008], [0.369, -0.248, 0.754], [-1.052, -0.032, -1.137], [0.018, 0.742, -1.457], [1.106, 1.052, -0.347], [-1.852, -1.191, 0.342], [0.641, -0.249, 1.714], [1.319, -1.556, -0.078], [0.368, 2.084, 0.217]]
}


No. 3
{
  "formula": "C7H14N2",
  "method": "ωB97M-V/def2-TZVPD",
  "gap_ev": 9.47,
  "lumo_ev": 0.836,
  "mol_weight_g_mol": 126.20,
  "homo_energy_ha": -0.31726,
  "e_tot_ha": -384.62426,
  "largest_force_ev_per_a": 1.57,
  "species": ["C", "C", "C", "N", "C", "N", "H", "H", "H", "H", "H", "H", "C", "C", "C", "H", "H", "H", "H", "H", "H", "H", "H"],
  "xyz": [[-0.531, -1.953, 2.208], [0.633, -1.149, 1.705], [0.970, 0.164, 1.849], [2.210, 0.313, 1.280], [2.570, -0.911, 0.816], [1.665, -1.810, 1.068], [-0.151, -2.654, 2.961], [-0.932, -2.528, 1.381], [-1.274, -1.323, 2.683], [0.379, 0.958, 2.276], [2.689, 1.198, 1.234], [3.504, -1.081, 0.299], [-1.154, 0.040, -2.702], [-0.554, 0.766, -1.506], [-1.357, 2.065, -1.134], [-1.492, 0.732, -3.469], [-1.981, -0.599, -2.388], [-0.425, -0.620, -3.174], [-0.508, 0.156, -0.607], [0.454, 1.124, -1.704], [-0.692, 2.916, -1.076], [-2.170, 2.266, -1.830], [-1.855, 1.930, -0.170]]
}


No. 4
{
  "formula": "C72H168",
  "method": "ωB97M-V/def2-TZVPD",
  "gap_ev": 11.33,
  "lumo_ev": 0.723,
  "mol_weight_g_mol": 1034.14,
  "homo_energy_ha": -0.38963,
  "e_tot_ha": -2843.99935,
  "largest_force_ev_per_a": 2.78,
  "species": ["C", "C", "C", "C", "C", "C", "H", "H", "H", "H", "H", "H", "H", "H", "H", "H", "H", "H", "H", "H", "C", "C", "C", "C", "C", "C", "H", "H", "H", "H", "H", "H", "H", "H", "H", "H", "H", "H", "H", "H", "C", "C", "C", "C", "C", "C", "H", "H", "H", "H", "H", "H", "H", "H", "H", "H", "H", "H", "H", "H", "C", "C", "C", "C", "C", "C", "H", "H", "H", "H", "H", "H", "H", "H", "H", "H", "H", "H", "H", "H", "C", "C", "C", "C", "C", "C", "H", "H", "H", "H", "H", "H", "H", "H", "H", "H", "H", "H", "H", "H", "C", "C", "C", "C", "C", "C", "H", "H", "H", "H", "H", "H", "H", "H", "H", "H", "H", "H", "H", "H", "C", "C", "C", "C", "C", "C", "H", "H", "H", "H", "H", "H", "H", "H", "H", "H", "H", "H", "H", "H", "C", "C", "C", "C", "C", "C", "H", "H", "H", "H", "H", "H", "H", "H", "H", "H", "H", "H", "H", "H", "C", "C", "C", "C", "C", "C", "H", "H", "H", "H", "H", "H", "H", "H", "H", "H", "H", "H", "H", "H", "C", "C", "C", "C", "C", "C", "H", "H", "H", "H", "H", "H", "H", "H", "H", "H", "H", "H", "H", "H", "C", "C", "C", "C", "C", "C", "H", "H", "H", "H", "H", "H", "H", "H", "H", "H", "H", "H", "H", "H", "C", "C", "C", "C", "C", "C", "H", "H", "H", "H", "H", "H", "H", "H", "H", "H", "H", "H", "H", "H"],
  "xyz": [[-1.917, -6.650, 3.990], [-2.767, -7.586, 3.168], [-3.329, -6.943, 1.891], [-4.196, -7.970, 1.022], [-3.448, -9.068, 0.387], [-4.316, -10.119, -0.271], [-1.544, -7.118, 4.906], [-2.452, -5.732, 4.191], [-1.065, -6.274, 3.410], [-2.191, -8.456, 2.847], [-3.492, -8.142, 3.777], [-2.529, -6.466, 1.304], [-3.991, -6.087, 2.136], [-4.959, -8.373, 1.691], [-4.727, -7.400, 0.254], [-2.780, -8.683, -0.386], [-2.840, -9.615, 1.070], [-4.805, -10.699, 0.548], [-5.137, -9.786, -0.873], [-3.750, -10.775, -0.931], [-0.175, 9.070, 2.180], [-1.004, 7.879, 2.720], [-1.620, 6.956, 1.633], [-2.283, 5.724, 2.246], [-3.193, 4.992, 1.232], [-2.469, 4.725, -0.076], [0.424, 9.584, 2.938], [-0.873, 9.791, 1.685], [0.560, 8.782, 1.441], [-0.471, 7.252, 3.485], [-1.863, 8.196, 3.309], [-0.808, 6.637, 0.985], [-2.245, 7.616, 1.043], [-1.441, 5.092, 2.629], [-2.868, 6.005, 3.122], [-3.529, 4.071, 1.746], [-4.096, 5.600, 1.050], [-3.131, 4.039, -0.629], [-2.333, 5.654, -0.649], [-1.490, 4.204, -0.052], [0.375, 2.261, 3.670], [1.098, 3.237, 2.829], [2.454, 3.663, 3.433], [3.227, 4.763, 2.631], [2.525, 6.123, 2.768], [3.250, 7.348, 2.227], [0.894, 1.292, 3.702], [-0.556, 2.029, 3.132], [0.067, 2.612, 4.676], [1.124, 2.830, 1.867], [0.480, 4.101, 2.719], [3.109, 2.770, 3.578], [2.290, 4.091, 4.392], [4.250, 4.856, 3.093], [3.378, 4.453, 1.580], [1.503, 6.154, 2.340], [2.348, 6.348, 3.832], [3.270, 7.416, 1.173], [2.854, 8.269, 2.611], [4.301, 7.302, 2.509], [5.789, 0.006, -5.653], [5.848, 1.017, -4.533], [4.462, 1.498, -4.154], [4.261, 2.402, -2.996], [4.777, 1.820, -1.704], [4.168, 0.499, -1.294], [6.801, -0.060, -5.987], [5.163, 0.340, -6.452], [5.510, -1.027, -5.320], [6.226, 0.536, -3.603], [6.492, 1.858, -4.755], [3.802, 0.593, -4.083], [3.991, 2.020, -4.975], [4.705, 3.395, -3.165], [3.202, 2.512, -2.874], [5.844, 1.711, -1.846], [4.674, 2.513, -0.882], [4.513, -0.285, -1.903], [4.489, 0.253, -0.281], [3.085, 0.559, -1.285], [-4.286, -5.898, -3.853], [-5.109, -5.652, -2.644], [-4.439, -5.112, -1.417], [-5.419, -4.630, -0.309], [-4.598, -3.917, 0.772], [-5.331, -3.426, 1.990], [-4.875, -6.219, -4.735], [-3.615, -6.706, -3.546], [-3.648, -5.093, -4.176], [-5.953, -5.004, -2.881], [-5.528, -6.597, -2.290], [-3.808, -4.292, -1.634], [-3.724, -5.846, -1.132], [-6.155, -3.955, -0.707], [-5.953, -5.544, 0.040], [-3.817, -4.634, 1.084], [-3.976, -3.079, 0.399], [-4.724, -3.084, 2.828], [-6.081, -2.695, 1.670], [-5.925, -4.195, 2.438], [-0.887, -2.880, 2.622], [-1.135, -1.814, 1.540], [-1.133, -0.330, 1.905], [-1.220, 0.518, 0.635], [0.095, 0.659, -0.178], [-0.057, 1.420, -1.534], [-1.657, -2.748, 3.397], [0.091, -2.837, 3.075], [-1.080, -3.901, 2.269], [-0.479, -2.009, 0.651], [-2.069, -2.135, 1.094], [-0.174, -0.120, 2.328], [-1.930, -0.060, 2.577], [-1.967, 0.096, -0.005], [-1.549, 1.524, 0.966], [0.888, 1.131, 0.384], [0.463, -0.337, -0.322], [-0.818, 0.962, -2.199], [-0.374, 2.496, -1.357], [0.874, 1.381, -2.108], [-4.655, -1.855, -3.083], [-3.616, -0.850, -2.726], [-4.065, 0.427, -2.058], [-4.900, 0.240, -0.797], [-5.151, 1.542, 0.004], [-6.053, 2.565, -0.708], [-5.078, -2.287, -2.168], [-4.264, -2.687, -3.687], [-5.442, -1.363, -3.666], [-2.846, -1.293, -2.049], [-3.089, -0.644, -3.655], [-4.699, 0.989, -2.821], [-3.179, 1.024, -1.856], [-5.852, -0.214, -1.062], [-4.375, -0.436, -0.115], [-5.606, 1.399, 1.009], [-4.175, 2.035, 0.106], [-6.241, 3.491, -0.100], [-5.557, 2.877, -1.608], [-7.061, 2.119, -0.830], [1.690, 5.111, -0.826], [3.124, 5.523, -1.305], [3.132, 6.887, -1.918], [4.499, 7.242, -2.476], [4.599, 8.521, -3.328], [5.986, 8.895, -3.726], [1.642, 4.209, -0.230], [1.123, 4.858, -1.728], [1.216, 5.963, -0.361], [3.830, 5.600, -0.484], [3.535, 4.768, -1.953], [2.853, 7.685, -1.192], [2.362, 6.930, -2.677], [5.132, 7.359, -1.552], [4.947, 6.359, -2.982], [3.993, 8.366, -4.217], [4.087, 9.321, -2.753], [6.664, 8.970, -2.855], [6.536, 8.055, -4.255], [5.997, 9.828, -4.227], [2.149, 1.711, 7.174], [1.466, 0.458, 6.694], [1.509, -0.704, 7.668], [1.088, -2.058, 7.164], [-0.377, -2.064, 6.596], [-0.740, -3.520, 6.127], [1.928, 2.558, 6.522], [3.237, 1.544, 7.218], [1.760, 2.032, 8.161], [0.461, 0.751, 6.483], [1.775, 0.176, 5.684], [0.982, -0.411, 8.575], [2.546, -0.796, 8.047], [1.743, -2.398, 6.377], [1.112, -2.845, 7.949], [-1.058, -1.754, 7.406], [-0.487, -1.361, 5.736], [-0.193, -3.837, 5.243], [-0.544, -4.265, 6.909], [-1.819, -3.581, 5.977], [1.765, -0.305, -6.383], [1.133, 0.976, -5.958], [-0.322, 0.915, -5.609], [-0.929, 2.249, -5.176], [-2.462, 2.326, -5.106], [-2.959, 3.633, -4.549], [1.409, -1.033, -5.695], [2.829, -0.119, -6.372], [1.444, -0.554, -7.394], [1.727, 1.348, -5.104], [1.175, 1.724, -6.732], [-0.572, 0.157, -4.855], [-0.911, 0.613, -6.479], [-0.545, 2.582, -4.215], [-0.562, 2.971, -5.899], [-2.945, 2.034, -6.082], [-2.746, 1.462, -4.474], [-2.433, 4.433, -5.157], [-4.069, 3.722, -4.503], [-2.601, 3.794, -3.512], [1.996, -3.813, 0.730], [2.877, -2.939, 1.612], [4.141, -2.441, 0.993], [4.996, -1.524, 1.869], [5.486, -2.158, 3.151], [6.590, -1.449, 3.809], [1.096, -4.123, 1.287], [2.518, -4.710, 0.408], [1.686, -3.273, -0.179], [2.303, -2.078, 2.050], [3.097, -3.468, 2.544], [3.971, -1.826, 0.106], [4.776, -3.329, 0.657], [5.831, -1.253, 1.158], [4.451, -0.589, 2.050], [4.658, -2.344, 3.843], [5.883, -3.157, 2.949], [6.968, -1.952, 4.720], [7.380, -1.426, 3.071], [6.366, -0.422, 4.066], [-0.377, -6.714, -0.594], [0.219, -6.048, -1.850], [-0.768, -4.972, -2.401], [-0.270, -4.290, -3.654], [0.860, -3.358, -3.459], [0.386, -2.146, -2.672], [0.163, -7.614, -0.281], [-1.405, -6.998, -0.811], [-0.395, -5.967, 0.157], [1.213, -5.668, -1.589], [0.377, -6.695, -2.692], [-0.830, -4.137, -1.696], [-1.751, -5.427, -2.580], [-0.049, -5.073, -4.359], [-1.118, -3.731, -4.112], [1.608, -3.857, -2.827], [1.363, -3.107, -4.386], [0.362, -2.392, -1.632], [1.057, -1.322, -2.835], [-0.549, -1.747, -2.992]]
}


The following energy above the lowest of the compared OMol25 structures with the same formula, charge and spin values (in kcal per mole) correspond, in order, to the records above: 46.83; 88.68; 4.79; 16.78.